1.
{"formula": "C50H50BrF4HgN2O7PS2Si", "method": "wB97M-V/def2-TZVPD", "gap_ha": [0.18570, 0.27384], "spin_multiplicity": 2, "total_energy_ha": -7125.6123, "s2": 0.77, "relative_energy_ev": 4.839, "e_homo_ev": [-3.144, -5.542], "total_charge": -1, "species": ["Hg", "O", "C", "O", "C", "C", "C", "C", "C", "N", "C", "O", "O", "H", "H", "H", "H", "H", "F", "C", "C", "F", "C", "F", "C", "P", "C", "C", "C", "C", "C", "C", "C", "C", "C", "C", "C", "C", "C", "Br", "C", "F", "H", "H", "H", "H", "H", "H", "H", "H", "H", "H", "S", "C", "C", "C", "C", "C", "C", "N", "C", "C", "C", "C", "C", "C", "C", "H", "H", "H", "H", "H", "H", "H", "H", "C", "C", "C", "C", "O", "Si", "S", "O", "C", "C", "C", "C", "O", "C", "C", "C", "C", "H", "H", "H", "H", "H", "H", "H", "H", "H", "H", "H", "H", "H", "H", "H", "H", "H", "H", "H", "H", "H", "H", "H", "H", "H", "H", "H"], "xyz": [[-1.4912, 1.3356, -1.3636], [-1.2717, -1.7805, 1.5814], [-1.4737, -0.9285, 0.6633], [-0.8553, 0.2393, 0.5435], [-2.4942, -1.3136, -0.3467], [-3.6106, -2.2324, -0.0957], [-4.6595, -2.2581, -0.9967], [-4.6253, -1.4831, -2.2646], [-3.6668, -0.6086, -2.3717], [-2.5445, -0.5002, -1.5683], [-3.4433, 0.1025, -3.6965], [-4.6072, 0.6078, -4.1996], [-2.4681, 0.0908, -4.3205], [-0.3038, -1.1178, 2.8798], [-3.6889, -2.8609, 0.7878], [-5.5484, -2.9156, -0.7510], [-5.3782, -1.5546, -3.0176], [-5.2348, 0.7828, -3.4419], [2.1484, -0.8347, -8.6758], [1.9323, -0.7575, -7.4056], [2.0384, -1.8910, -6.6361], [2.4313, -3.0718, -7.1834], [1.8050, -1.8158, -5.2561], [2.1327, -2.9272, -4.6741], [1.3735, -0.6958, -4.5953], [0.7661, -0.6162, -2.8232], [2.2408, -0.3788, -1.8491], [3.4996, -0.2989, -2.3755], [4.6758, -0.1566, -1.6697], [4.8716, -0.4264, -0.3643], [2.6894, 0.5629, 1.8724], [2.0746, -0.4686, -0.4315], [0.2934, -2.3595, -2.6315], [-1.0562, -2.6378, -3.0668], [-1.5438, -3.9234, -2.7723], [-0.8230, -4.8067, -2.0033], [0.4616, -4.5248, -1.5582], [0.9915, -3.3482, -1.9140], [1.2249, 0.4453, -5.4185], [0.7790, 2.0285, -4.5222], [1.4850, 0.3913, -6.7567], [1.4408, 1.4915, -7.4523], [3.5421, -0.1569, -3.4489], [5.5057, 0.2562, -2.3778], [5.9151, -0.2862, -0.0427], [1.8915, 0.2716, 2.6018], [1.0325, -0.8498, -0.2386], [-1.7249, -1.9963, -3.7106], [-2.5563, -4.1911, -3.1888], [-1.3269, -5.7576, -1.7205], [0.9532, -5.2595, -0.9140], [2.0327, -3.1008, -1.6184], [-4.6440, 5.0341, -1.4875], [-5.7664, 3.8230, -0.9886], [-7.1572, 3.8555, -1.1302], [-7.9223, 2.8095, -0.7381], [-7.3223, 1.6386, -0.1402], [-5.9118, 1.5486, -0.1470], [-5.1161, 2.6548, -0.5086], [-3.7644, 2.8019, -0.4614], [-3.3304, 3.8955, -1.0741], [-1.9678, 4.2760, -1.3888], [-1.6732, 5.6038, -1.6234], [-0.4347, 6.0807, -1.8918], [0.6223, 5.1453, -2.0134], [0.3508, 3.7968, -1.7177], [-0.9550, 3.3562, -1.4845], [-7.7065, 4.7076, -1.5440], [-8.9485, 2.8924, -0.8627], [-7.9358, 0.7619, 0.1165], [-5.2732, 0.6570, 0.1217], [-2.5295, 6.2682, -1.5597], [-0.2225, 7.1096, -2.1709], [1.5561, 5.6156, -2.3390], [1.1372, 3.0296, -1.6649], [3.1742, 3.6562, 1.9820], [3.5478, 2.5839, 2.9818], [4.9611, 2.8871, 3.5681], [2.5572, 2.3793, 4.1252], [3.7271, 1.3468, 2.3305], [3.4648, -0.7959, 0.7963], [1.9550, 1.1754, 0.3223], [0.2328, -0.7960, 3.6533], [-0.6625, -0.7207, 4.7061], [-1.3895, -2.0643, 4.7655], [0.1734, -0.6476, 5.9663], [-1.5136, 0.5536, 4.5410], [3.6160, -2.2675, 1.4780], [3.3411, -3.2854, 2.4236], [4.5862, -4.2126, 2.3048], [2.0104, -3.9761, 2.0744], [3.1303, -2.7632, 3.8149], [3.3387, 4.6068, 2.4715], [2.0546, 3.6284, 1.7611], [3.6515, 3.5331, 1.0055], [4.8856, 3.6886, 4.2989], [5.5736, 3.1838, 2.7310], [5.4908, 2.0510, 4.0478], [2.3962, 3.2757, 4.6040], [2.9993, 1.7296, 4.8494], [1.5333, 2.0186, 3.8270], [-0.6039, -2.8522, 4.7811], [-2.0656, -2.0761, 3.9133], [-1.8975, -2.1042, 5.7819], [0.7409, -1.5053, 6.1850], [-0.3779, -0.4064, 6.9012], [0.9192, 0.1683, 5.7769], [-1.9674, 0.5228, 3.5189], [-0.9153, 1.4743, 4.6269], [-2.3621, 0.6530, 5.2071], [4.9063, -4.2492, 1.2239], [4.3703, -5.1711, 2.7640], [5.4264, -3.8413, 2.9006], [2.0663, -4.3538, 1.0398], [1.1387, -3.3015, 2.1175], [1.6838, -4.7750, 2.6986], [3.9553, -2.1590, 4.2253], [2.9842, -3.5892, 4.5256], [2.2463, -2.0787, 3.8803]]}

=====

2.
{"formula": "C21H37FeN9SbSe2", "method": "wB97M-V/def2-TZVPD", "gap_ha": [0.30015, 0.26174], "spin_multiplicity": 6, "total_energy_ha": -7621.9031, "s2": 8.76, "relative_energy_ev": 0.000, "e_homo_ev": [-8.113, -8.285], "total_charge": 0, "species": ["Fe", "C", "Se", "C", "C", "Se", "C", "H", "H", "H", "H", "H", "H", "H", "H", "H", "H", "N", "C", "N", "N", "N", "N", "C", "N", "N", "N", "N", "H", "C", "C", "C", "C", "C", "C", "H", "H", "H", "H", "H", "C", "C", "C", "Sb", "C", "C", "C", "C", "C", "C", "H", "H", "H", "H", "H", "H", "H", "H", "H", "H", "H", "H", "H", "H", "H", "H", "H", "H", "H", "H", "H"], "xyz": [[-0.1167, -0.0373, 1.3301], [2.7418, 1.1832, 3.7331], [2.7997, 0.2496, 2.0355], [2.7924, -1.5706, 2.7283], [2.6968, -2.5227, 1.5580], [1.0197, -2.3469, 0.5536], [0.0436, -3.7627, 1.4604], [1.8710, 0.8703, 4.3021], [2.6833, 2.2462, 3.5110], [3.6572, 0.9714, 4.2784], [1.9453, -1.6788, 3.4064], [3.7188, -1.7390, 3.2759], [2.7403, -3.5612, 1.8806], [3.4985, -2.3557, 0.8400], [0.5602, -4.6988, 1.2694], [-0.9541, -3.7880, 1.0313], [-0.0122, -3.5452, 2.5246], [-0.7072, 2.3298, 3.7393], [-0.6400, 1.0202, 4.1349], [-0.8926, 0.5842, 5.3509], [-0.6210, -0.7349, 5.2994], [-0.2924, -1.0906, 4.1107], [-0.2565, 0.0252, 3.3351], [-0.3946, 2.7768, 2.4813], [-0.2995, 4.0547, 2.1683], [0.0547, 4.0571, 0.8721], [0.1773, 2.8604, 0.4310], [-0.1153, 1.9917, 1.4345], [-0.9981, 3.0149, 4.4159], [-4.7597, -1.3301, 0.6250], [-3.9708, -2.0120, 1.5418], [-2.6435, -1.6437, 1.7310], [-2.0678, -0.6096, 0.9924], [-2.8910, 0.0928, 0.1121], [-4.2210, -0.2598, -0.0771], [-5.7937, -1.6144, 0.4767], [-4.3920, -2.8235, 2.1237], [-2.0690, -2.1553, 2.4953], [-2.5005, 0.9428, -0.4329], [-4.8362, 0.3062, -0.7669], [-1.9222, 2.7198, -2.2956], [-0.4880, 2.3306, -2.6287], [-0.2683, 2.2382, -4.1347], [0.1905, 0.5311, -1.6383], [-0.7049, -0.9156, -3.0045], [0.1978, -1.2774, -4.1798], [-1.2095, -2.1737, -2.2997], [2.2313, 0.5926, -2.3652], [2.8911, 1.9287, -2.0350], [3.0369, -0.5721, -1.7941], [-2.1918, 3.6261, -2.8462], [-2.0451, 2.9361, -1.2342], [-2.6371, 1.9416, -2.5818], [0.1773, 3.0826, -2.2021], [-0.9272, 1.4954, -4.5940], [0.7604, 1.9822, -4.3962], [-0.4959, 3.2020, -4.6005], [-1.5734, -0.3681, -3.3872], [1.1194, -1.7599, -3.8420], [0.4753, -0.4090, -4.7791], [-0.3157, -1.9845, -4.8399], [-0.3736, -2.8017, -1.9823], [-1.8119, -2.7717, -2.9920], [-1.8232, -1.9524, -1.4275], [2.1685, 0.4704, -3.4487], [2.8600, 2.1354, -0.9627], [2.4146, 2.7664, -2.5436], [3.9413, 1.9095, -2.3428], [3.1166, -0.4956, -0.7055], [4.0565, -0.5608, -2.1932], [2.5952, -1.5429, -2.0364]]}

=====

3.
{"formula": "CH3Cl2PS2", "method": "wB97M-V/def2-TZVPD", "gap_ha": [0.13975, 0.13899], "total_energy_ha": -2097.9217, "relative_energy_ev": 4.320, "e_homo_ev": [-8.272, -8.247], "total_charge": 0, "species": ["C", "P", "S", "S", "Cl", "Cl", "H", "H", "H"], "xyz": [[0.2581, -0.2524, -0.2973], [3.0879, 1.1943, -0.0572], [2.5520, 2.0413, 1.6291], [1.5371, 0.4737, -1.4050], [4.2176, 2.5509, -0.9747], [2.3541, -2.6797, 0.7805], [0.1172, 0.2314, 0.7378], [0.1208, -1.3594, -0.1926], [-0.6434, 0.0047, -0.8430]]}

=====

4.
{"formula": "C5H9NO", "method": "wB97M-V/def2-TZVPD", "gap_ha": 0.41628, "total_energy_ha": -325.8513, "relative_energy_ev": 2.347, "e_homo_ev": -10.400, "total_charge": 0, "species": ["C", "O", "C", "C", "C", "C", "N", "H", "H", "H", "H", "H", "H", "H", "H", "H"], "xyz": [[2.4931, 0.3506, 0.1125], [1.1269, 0.6646, 0.1970], [0.3038, -0.4655, 0.2250], [-1.1335, 0.0409, 0.3233], [-1.6149, 0.7090, -0.9600], [-2.4134, -2.1787, 0.4603], [-1.9501, -1.1049, 0.5791], [3.0343, 1.2991, 0.1249], [2.7237, -0.1889, -0.8185], [2.8200, -0.2654, 0.9650], [0.5271, -1.1109, 1.0901], [0.4128, -1.0811, -0.6868], [-1.1889, 0.7383, 1.1682], [-2.6582, 1.0183, -0.8561], [-0.9970, 1.5815, -1.1850], [-1.5500, -0.0065, -1.7881]]}

=====

5.
{"formula": "C4H9NO", "method": "wB97M-V/def2-TZVPD", "gap_ha": 0.31919, "smiles": "C=C(O)N(C)C", "total_energy_ha": -287.7717, "relative_energy_ev": 1.654, "e_homo_ev": -7.754, "total_charge": 0, "species": ["C", "N", "C", "C", "O", "C", "H", "H", "H", "H", "H", "H", "H", "H", "H"], "xyz": [[-0.9572, 1.2485, 0.1713], [-0.4306, -0.0933, 0.1818], [-1.3473, -1.1078, -0.3035], [0.9342, -0.2774, 0.1456], [1.2525, -1.5990, 0.2739], [1.8779, 0.6790, 0.0572], [-1.9586, 1.2369, 0.6161], [-0.3218, 1.9036, 0.7724], [-1.0355, 1.6632, -0.8479], [-1.8384, -0.7807, -1.2328], [-2.1280, -1.2995, 0.4440], [-0.8166, -2.0394, -0.4978], [2.9231, 0.4229, 0.1999], [1.6412, 1.7181, -0.1220], [2.2053, -1.6751, 0.1418]]}

=====

6.
{"formula": "C6H12N2", "method": "wB97M-V/def2-TZVPD", "gap_ha": 0.35696, "smiles": "Cc1c[nH]cn1.CC", "total_energy_ha": -345.2823, "relative_energy_ev": 1.241, "e_homo_ev": -8.766, "total_charge": 0, "species": ["C", "C", "C", "C", "N", "N", "H", "H", "H", "H", "H", "H", "C", "C", "H", "H", "H", "H", "H", "H"], "xyz": [[0.2887, -0.4620, 2.0384], [1.2314, 2.7842, 0.8924], [0.3222, 0.8787, 1.3981], [-0.5266, 1.5226, 0.5629], [1.5055, 1.6530, 1.5114], [-0.0746, 2.8105, 0.3935], [1.6714, 3.7112, 1.2299], [-0.1404, 3.3359, -0.4698], [-1.5729, 1.2222, 0.4922], [1.3201, -0.7722, 1.7346], [-0.4680, -1.1794, 1.7461], [0.2322, -0.4312, 3.1305], [0.2435, -2.1975, -1.9699], [-1.1283, -1.5546, -1.7762], [0.8356, -2.0895, -1.0470], [0.1646, -3.2861, -2.0101], [0.8320, -1.6772, -2.7328], [-1.3265, -1.0448, -0.8572], [-1.9548, -2.2906, -1.6607], [-1.4551, -0.9331, -2.6063]]}

=====

7.
{"formula": "C38H45As2N4O2RhSSb", "method": "wB97M-V/def2-TZVPD", "gap_ha": [0.28124, 0.23524], "spin_multiplicity": 5, "total_energy_ha": -7064.1820, "s2": 6.02, "relative_energy_ev": 0.000, "e_homo_ev": [-14.526, -15.338], "total_charge": 3, "species": ["Rh", "O", "C", "C", "C", "C", "C", "C", "N", "H", "H", "H", "H", "H", "H", "H", "C", "As", "C", "C", "C", "C", "C", "C", "C", "As", "C", "C", "H", "H", "H", "H", "H", "H", "H", "H", "H", "H", "H", "H", "H", "H", "H", "H", "C", "N", "C", "C", "O", "N", "C", "N", "H", "H", "H", "H", "H", "H", "H", "S", "Sb", "C", "C", "C", "C", "C", "C", "C", "C", "C", "C", "C", "C", "C", "C", "C", "C", "C", "C", "H", "H", "H", "H", "H", "H", "H", "H", "H", "H", "H", "H", "H", "H", "H"], "xyz": [[-0.5229, 0.3852, 1.9243], [-2.7232, 2.4299, -0.7505], [-2.7428, 1.0414, -0.4551], [-1.5464, 0.3264, -1.0344], [-1.5286, 0.0403, -2.3935], [-0.4317, -0.5855, -2.9529], [0.6122, -0.9624, -2.1238], [0.5262, -0.6663, -0.7785], [-0.5163, -0.0123, -0.2411], [-2.9596, 2.5652, -1.6749], [-3.6560, 0.5755, -0.8340], [-2.7597, 0.9557, 0.6338], [-2.3807, 0.3126, -3.0029], [-0.3928, -0.7897, -4.0149], [1.4783, -1.4625, -2.5326], [1.3096, -0.9545, -0.0927], [3.3816, -0.6795, 1.6894], [2.0230, 0.4356, 2.5064], [2.8326, 2.1961, 2.4617], [2.0548, -0.0841, 4.3706], [3.2145, -0.5585, 4.9734], [3.2051, -0.9258, 6.3118], [2.0401, -0.8180, 7.0566], [0.8810, -0.3359, 6.4656], [0.8852, 0.0273, 5.1235], [-0.6872, 0.7878, 4.3079], [-0.6136, 2.6249, 4.8982], [-2.2111, 0.0424, 5.2159], [4.3428, -0.5006, 2.1681], [3.4684, -0.4174, 0.6362], [3.1096, -1.7282, 1.7948], [3.7075, 2.2140, 3.1097], [2.1078, 2.9362, 2.7927], [3.1241, 2.4218, 1.4374], [4.1346, -0.6497, 4.4104], [4.1101, -1.2974, 6.7731], [2.0325, -1.1076, 8.0985], [-0.0210, -0.2524, 7.0595], [-0.4819, 2.6168, 5.9797], [-1.5366, 3.1317, 4.6361], [0.2368, 3.1241, 4.4375], [-2.1969, 0.3333, 6.2648], [-2.1945, -1.0421, 5.1304], [-3.1101, 0.4337, 4.7438], [-3.5576, 6.2544, 1.3451], [-2.9088, 4.9806, 1.6132], [-1.5592, 4.6279, 1.2157], [-1.5140, 3.1900, 1.6705], [-0.5012, 2.4655, 1.5084], [-2.6551, 2.8162, 2.2383], [-3.4708, 3.9021, 2.1502], [-4.7234, 3.8658, 2.5810], [-2.7936, 6.9901, 1.1095], [-4.0908, 6.6048, 2.2289], [-4.2454, 6.1811, 0.5017], [-0.8061, 5.2364, 1.7207], [-1.4118, 4.6901, 0.1371], [-5.0825, 3.0096, 2.9664], [-5.3419, 4.6546, 2.5004], [-0.7800, -1.6657, 2.3715], [2.0591, -6.3908, -3.7218], [1.3941, -8.3245, -4.1337], [1.9452, -9.3957, -3.4292], [1.5418, -10.6834, -3.7411], [0.5899, -10.8919, -4.7322], [0.0344, -9.8195, -5.4177], [0.4255, -8.5240, -5.1168], [1.0289, -5.0314, -4.9424], [1.7389, -4.2498, -5.8525], [1.0444, -3.3935, -6.6953], [-0.3400, -3.3137, -6.6203], [-1.0420, -4.0838, -5.7005], [-0.3599, -4.9415, -4.8512], [4.1025, -6.2660, -4.1528], [4.7912, -5.0715, -3.9441], [6.1301, -4.9936, -4.2889], [6.7752, -6.1034, -4.8226], [6.0884, -7.2938, -5.0154], [4.7470, -7.3864, -4.6753], [2.6833, -9.2369, -2.6519], [1.9676, -11.5237, -3.2098], [0.2771, -11.8997, -4.9703], [-0.7029, -9.9908, -6.1901], [-0.0035, -7.6908, -5.6595], [2.8163, -4.3271, -5.9323], [1.5849, -2.8042, -7.4240], [-0.8771, -2.6585, -7.2937], [-2.1217, -4.0293, -5.6564], [-0.9134, -5.5471, -4.1428], [4.2921, -4.2060, -3.5242], [6.6732, -4.0701, -4.1413], [7.8218, -6.0388, -5.0882], [6.5947, -8.1531, -5.4335], [4.2132, -8.3149, -4.8348]]}

=====

8.
{"formula": "C4H11N3O2", "method": "wB97M-V/def2-TZVPD", "gap_ha": 0.32706, "smiles": "CN=C(N)N.CC(=O)O", "total_energy_ha": -473.6659, "relative_energy_ev": 3.723, "e_homo_ev": -8.607, "total_charge": 0, "species": ["C", "C", "N", "N", "N", "H", "H", "H", "H", "H", "H", "H", "H", "C", "C", "O", "O", "H", "H", "H"], "xyz": [[-0.7446, -1.4738, 2.2968], [-1.3815, 0.4351, 0.7742], [-0.6179, -0.1551, 1.5545], [-2.6926, -0.1018, 0.2881], [-1.1940, 1.8000, 0.4175], [0.3028, 1.1547, -2.2297], [0.1303, -2.1755, 2.1588], [-1.7406, -1.9375, 2.1151], [-2.6415, -1.1526, 0.3249], [-2.9772, 0.3098, -0.6385], [-1.5298, 2.3459, 1.1643], [-0.3666, 2.0767, -0.2225], [-0.3857, -1.2875, 3.3248], [2.6590, -1.1423, -1.4348], [1.6085, -0.1053, -1.1636], [0.7358, 0.1103, -2.1819], [1.6723, 0.9002, -0.3495], [2.8433, -1.6647, -0.4922], [3.6705, -0.8621, -1.8926], [2.1134, -1.9746, -2.0169]]}

=====

Repeat the fourth record exactly.
{"formula": "C5H9NO", "method": "wB97M-V/def2-TZVPD", "gap_ha": 0.41628, "total_energy_ha": -325.8513, "relative_energy_ev": 2.347, "e_homo_ev": -10.400, "total_charge": 0, "species": ["C", "O", "C", "C", "C", "C", "N", "H", "H", "H", "H", "H", "H", "H", "H", "H"], "xyz": [[2.4931, 0.3506, 0.1125], [1.1269, 0.6646, 0.1970], [0.3038, -0.4655, 0.2250], [-1.1335, 0.0409, 0.3233], [-1.6149, 0.7090, -0.9600], [-2.4134, -2.1787, 0.4603], [-1.9501, -1.1049, 0.5791], [3.0343, 1.2991, 0.1249], [2.7237, -0.1889, -0.8185], [2.8200, -0.2654, 0.9650], [0.5271, -1.1109, 1.0901], [0.4128, -1.0811, -0.6868], [-1.1889, 0.7383, 1.1682], [-2.6582, 1.0183, -0.8561], [-0.9970, 1.5815, -1.1850], [-1.5500, -0.0065, -1.7881]]}